Computed, not measured: a 4-piece molecular cluster, C30H55Cl2FNO9P overall at a distorted geometry, with ωB97M-V/def2-TZVPD.

Results
Largest force on an atom ... 3.35 eV/Å
E_HOMO ... -8.82 eV
Frontier orbital gap ... 9.39 eV
LUMO energy ... 0.6 eV
Calculated total energy ... -88968.810 eV
Multiplicity ... 1

Geometry (Å):
1 C -1.18988 -0.97781 2.11870
2 C -2.55176 -1.25474 1.41062
3 C -2.71191 -0.63202 -0.04128
4 P -1.43888 -1.55348 -0.99720
5 O -1.14590 -1.07173 -2.37025
6 C -4.23763 -0.95438 -0.31955
7 C -4.65541 -1.73977 -1.59704
8 C -5.89940 -1.21079 -2.34492
9 C -5.71113 -1.49369 -3.84621
10 F -6.52935 -0.57695 -4.53096
11 C -4.97659 0.32706 0.14297
12 O -6.10184 0.62638 0.06824
13 N -3.96843 1.14189 0.78680
14 C -2.77758 0.93227 -0.05090
15 O -1.67576 1.56826 0.53408
16 C -0.63509 1.87826 -0.40638
17 C 0.74782 2.02583 0.27644
18 C 1.62294 0.76498 0.15204
19 C 1.46755 3.16321 -0.52070
20 C 1.42451 2.89792 -2.06013
21 C 2.97509 3.23486 -0.14829
22 C -3.20047 1.66447 -1.35145
23 Cl -3.33899 0.85275 -2.89871
24 C -3.47768 2.93948 -1.37768
25 C -3.89725 3.64827 -2.64771
26 Cl -3.35385 3.97221 0.01311
27 H -1.38493 -0.27230 2.93308
28 H -0.45092 -0.49679 1.49029
29 H -0.81965 -1.87942 2.60949
30 H -2.61953 -2.33519 1.23965
31 H -3.34984 -0.93701 2.07599
32 H -1.95176 -2.87895 -1.08880
33 H -0.22654 -1.66798 -0.28708
34 H -4.51262 -1.65493 0.47727
35 H -4.82177 -2.77843 -1.30145
36 H -3.83125 -1.76494 -2.31688
37 H -6.80006 -1.75400 -2.02938
38 H -6.05259 -0.13741 -2.27462
39 H -4.69427 -1.24151 -4.15103
40 H -6.01894 -2.50083 -4.12907
41 H -3.83254 1.04114 1.78432
42 H -0.86219 2.87328 -0.80360
43 H -0.55136 1.17219 -1.24015
44 H 0.60913 2.32576 1.31799
45 H 1.09664 -0.17304 0.33820
46 H 2.13579 0.67265 -0.80394
47 H 2.40989 0.82227 0.90924
48 H 0.94999 4.11319 -0.35313
49 H 1.27493 1.84265 -2.29008
50 H 0.53488 3.39778 -2.46148
51 H 2.29630 3.30484 -2.57024
52 H 3.39494 4.19473 -0.46038
53 H 3.46172 2.48137 -0.75695
54 H 3.14435 2.99195 0.90103
55 H -4.21210 4.65716 -2.38268
56 H -4.65963 3.10165 -3.19108
57 H -2.97954 3.77935 -3.23039
58 O 5.22867 1.34888 0.10478
59 C 6.38345 1.64295 0.26109
60 O 7.08535 1.06518 1.25329
61 C 8.50281 1.19769 1.40703
62 C 8.86829 2.44669 2.17958
63 C 7.03757 2.71738 -0.57633
64 H 9.00413 1.14478 0.43879
65 H 8.81929 0.31966 1.96961
66 H 8.55332 3.35060 1.65606
67 H 9.94570 2.49718 2.33838
68 H 8.37196 2.44981 3.14979
69 H 6.82043 3.69000 -0.13625
70 H 6.61106 2.67557 -1.57637
71 H 8.11286 2.59912 -0.68736
72 O -8.11738 -3.75825 -2.06717
73 C -9.13481 -3.68015 -2.70361
74 O -9.91788 -2.59767 -2.55869
75 C -11.03999 -2.30661 -3.39690
76 C -12.29362 -3.00300 -2.90898
77 C -9.59516 -4.81226 -3.59217
78 H -10.81554 -2.53425 -4.43997
79 H -11.17679 -1.22787 -3.33745
80 H -12.18845 -4.08809 -2.93870
81 H -13.15061 -2.72300 -3.52259
82 H -12.49843 -2.72976 -1.87343
83 H -10.13393 -5.54055 -2.98727
84 H -8.71542 -5.28684 -4.02137
85 H -10.21950 -4.49568 -4.42433
86 O 10.71620 1.27230 5.19017
87 C 10.78418 0.07351 5.20871
88 O 9.65271 -0.65258 5.10980
89 C 9.62965 -2.07196 4.92902
90 C 9.71861 -2.80270 6.25263
91 C 12.09947 -0.63697 5.43097
92 H 10.40284 -2.38737 4.22638
93 H 8.67265 -2.29109 4.45691
94 H 10.65900 -2.59487 6.76409
95 H 9.63920 -3.87982 6.10163
96 H 8.91558 -2.48057 6.91603
97 H 12.29228 -0.69837 6.50124
98 H 12.88580 -0.05079 4.96061
99 H 12.14477 -1.63218 4.99458

Cartesian forces, eV/Å:
-1.0 0.4 0.8
2.0 0.5 -0.5
-0.8 -0.7 0.8
-0.4 0.0 -2.0
0.2 0.2 0.0
-0.2 -0.9 -0.6
-0.1 0.5 -0.1
0.2 -1.0 -0.7
-0.4 1.0 0.7
-0.2 -0.3 -0.3
3.2 -0.5 0.7
-2.4 0.2 -0.1
-0.2 0.5 -0.5
-0.2 0.1 0.8
0.1 -0.9 -0.2
0.7 0.8 0.6
-0.1 0.0 -1.6
0.1 -0.1 1.0
0.9 -0.4 -0.3
-1.2 0.5 0.5
-1.1 0.0 -0.4
0.7 -1.8 -0.2
0.2 0.0 0.5
-0.8 1.7 -0.5
0.7 0.7 0.9
0.0 -0.1 -0.2
0.2 0.0 -0.1
0.1 -0.2 0.0
0.2 0.0 -0.3
-0.3 0.1 0.2
-0.2 -0.2 -0.2
0.0 0.2 0.7
-0.5 -0.1 0.5
-0.2 0.3 0.1
-0.1 0.0 -0.1
0.1 0.1 0.2
0.2 0.5 0.2
0.1 0.0 0.3
0.0 -0.4 -0.1
0.2 0.0 -0.1
-0.1 0.1 -0.1
-0.2 -0.2 -0.2
-0.4 -0.1 0.2
0.0 0.0 0.0
-0.1 0.2 -0.1
-0.2 0.1 -0.1
0.0 -0.1 -0.1
0.1 -0.1 0.3
0.4 0.0 -0.1
0.2 0.0 -0.2
0.0 -0.1 0.0
0.0 0.0 0.3
0.3 -0.1 0.3
0.2 0.4 0.0
-0.3 -0.1 -0.1
0.0 0.1 -0.1
-0.3 -0.2 -0.4
0.3 -0.3 0.2
0.0 0.3 0.0
-0.2 -0.4 0.0
0.2 0.2 0.1
-0.1 0.2 0.0
0.2 -0.3 -0.4
-0.1 0.1 0.0
-0.2 0.0 0.0
0.1 0.0 -0.1
0.0 0.0 0.0
0.1 -0.1 0.0
0.0 0.0 0.0
-0.2 0.1 0.1
0.0 0.1 0.2
-0.1 0.1 0.0
-0.1 -0.3 0.0
0.2 0.3 0.1
-0.3 -0.1 -0.1
0.0 -0.2 0.1
0.2 0.2 -0.5
0.0 -0.1 0.0
0.2 0.0 0.1
0.0 0.0 -0.1
0.0 0.0 0.0
0.0 0.1 0.0
0.0 0.0 0.0
0.0 -0.1 0.2
-0.2 0.0 0.1
-0.2 -0.1 -0.1
0.3 0.0 0.3
-0.3 0.2 -0.3
0.0 -0.2 0.2
0.1 0.1 0.1
0.1 -0.1 -0.5
0.1 0.0 0.1
0.0 0.2 0.0
0.0 -0.1 -0.1
0.0 0.0 0.0
0.0 0.0 -0.1
0.0 0.0 0.0
0.0 0.1 0.2
-0.1 -0.1 0.2

Just the Löwdin charges please, in e? Sure, here they are: -0.09, -0.22, -0.38, 0.77, -0.48, -0.17, -0.17, -0.18, -0.20, -0.09, -0.41, 0.18, 0.10, -0.47, -0.08, -0.17, -0.28, -0.06, -0.36, -0.07, -0.09, -0.55, 0.86, -0.71, -0.13, 0.76, 0.08, 0.02, 0.08, 0.10, 0.11, 0.04, 0.02, 0.14, 0.12, 0.06, 0.10, 0.09, 0.09, 0.12, 0.14, 0.10, 0.11, 0.15, 0.04, 0.08, 0.08, 0.13, 0.08, 0.07, 0.08, 0.08, 0.04, 0.08, 0.06, 0.06, 0.09, 0.09, -0.51, 0.00, -0.23, -0.06, 0.02, 0.11, 0.12, 0.07, 0.08, 0.09, 0.10, 0.09, 0.07, 0.09, -0.52, 0.00, -0.23, -0.07, 0.01, 0.11, 0.12, 0.07, 0.08, 0.08, 0.10, 0.09, 0.07, 0.10, -0.53, -0.01, -0.24, -0.06, 0.01, 0.11, 0.12, 0.07, 0.08, 0.09, 0.10, 0.09, 0.07